[1]
{"formula": "C24H29BNO4", "method": "ωB97M-V with the def2-TZVPD basis set", "elements": ["C", "C", "C", "C", "C", "B", "O", "C", "C", "N", "C", "C", "C", "O", "O", "H", "H", "H", "H", "H", "H", "H", "H", "H", "H", "H", "H", "H", "H", "H", "H", "C", "O", "C", "C", "C", "C", "C", "C", "C", "C", "C", "C", "C", "C", "C", "H", "H", "H", "H", "H", "H", "H", "H", "H", "H", "H", "H", "H"], "coordinates": [[2.8787, -3.0016, -2.1361], [2.2204, -1.8045, -1.6391], [2.3396, -0.5048, -2.0693], [1.6694, 0.2856, -1.1090], [1.0781, -0.5384, -0.1535], [0.9452, -0.6356, 1.5423], [-0.2775, -1.3473, 1.8326], [-0.0075, -2.7663, 1.9869], [1.4109, -2.9405, 2.4936], [1.9566, -1.5548, 2.4171], [3.4007, -1.5040, 2.1244], [1.6579, -0.8895, 3.7394], [1.7756, 0.5813, 3.3792], [1.2174, 0.7099, 2.0560], [1.3993, -1.8519, -0.5458], [3.7339, -2.6477, -2.7280], [3.2267, -3.6836, -1.3509], [2.2462, -3.5788, -2.8207], [2.8908, -0.1505, -2.9440], [1.5190, 1.3528, -1.2221], [-0.7117, -3.2081, 2.7064], [-0.1370, -3.2309, 1.0018], [1.4288, -3.2336, 3.5482], [1.9993, -3.6598, 1.9166], [3.9534, -1.7911, 3.0354], [3.6498, -2.2339, 1.3464], [3.6801, -0.4975, 1.7877], [0.6264, -1.1238, 4.0388], [2.3316, -1.2426, 4.5253], [1.1729, 1.2121, 4.0476], [2.8392, 0.8675, 3.4024], [-2.0892, 4.4693, -4.9328], [-1.1623, 4.7028, -3.8509], [-0.8407, 3.6862, -3.0174], [-0.1977, 3.9614, -1.7745], [-0.2243, 2.9959, -0.7977], [-0.8442, 1.7329, -1.0263], [-0.9735, 0.8102, 0.0693], [-2.2121, 0.1584, 0.4030], [-2.5053, -0.0485, 1.7832], [-3.6499, -0.7110, 2.1936], [-4.5671, -1.1723, 1.2385], [-4.3301, -0.9499, -0.1224], [-3.1986, -0.2345, -0.5346], [-1.1204, 1.3725, -2.3703], [-1.1643, 2.3462, -3.3468], [-2.3820, 5.4756, -5.2156], [-1.5958, 3.9556, -5.7639], [-2.9671, 3.8914, -4.6304], [0.2211, 4.9446, -1.5730], [0.2243, 3.1657, 0.1842], [-0.4125, 1.1344, 0.9411], [-1.8244, 0.3695, 2.5197], [-3.8326, -0.8891, 3.2558], [-5.4677, -1.6999, 1.5783], [-5.0466, -1.3339, -0.8574], [-3.0905, 0.0424, -1.5791], [-1.2962, 0.3277, -2.6458], [-1.5647, 2.1084, -4.3373]], "forces_ev_per_angstrom": [[0.4246, -0.8227, -0.7512], [-1.0030, 1.2403, 0.6489], [0.0975, -0.2141, 0.2931], [-0.4252, -0.1217, 0.0698], [1.2334, -0.2314, 0.6642], [-0.3852, 0.9424, -1.8246], [0.5001, -1.3200, 0.9134], [-1.1505, 0.5837, -0.4732], [0.2839, 0.2707, 0.2732], [0.4164, -0.6253, 0.5175], [0.4544, -0.1464, 0.0748], [-0.1299, 0.3717, 0.0122], [-0.5248, 0.4430, 0.0109], [0.1695, -1.0273, 0.8833], [0.8564, -0.2209, -0.8106], [-0.1118, -0.3551, 0.2027], [-0.0874, 0.2655, -0.0886], [-0.0147, 0.0192, 0.1692], [-0.2476, -0.2411, 0.4443], [0.3691, -0.2668, 0.3649], [-0.0287, 0.2589, -0.3689], [-0.0034, -0.1011, 0.2962], [0.0945, -0.1802, -0.2511], [-0.0547, 0.3517, -0.0175], [-0.0790, 0.2444, -0.3944], [-0.1992, 0.2937, 0.0522], [-0.0633, -0.3226, 0.1566], [0.3893, -0.0624, -0.3112], [0.1070, 0.0900, -0.2366], [0.4963, -0.1496, 0.0556], [-0.4116, 0.3000, -0.1152], [0.4361, 0.0889, 0.1400], [0.3250, -0.5058, 0.6072], [-0.4023, -0.2533, -0.1827], [-0.5272, 0.2288, -0.7127], [-0.2620, -0.7313, 0.1697], [0.8900, -0.5626, -1.1648], [-0.9405, 1.8675, 0.3461], [-0.6618, -0.7788, 0.2157], [0.0635, 0.1300, -0.3408], [-0.1519, 0.1126, -0.1576], [0.3219, -0.1172, 0.1198], [0.0820, 0.2332, -0.1136], [-0.1451, -0.3328, 0.2906], [-0.4446, 0.3379, 0.4196], [-0.2590, 0.3865, 0.0670], [-0.0834, -0.1185, -0.2143], [-0.0146, 0.1509, 0.0796], [0.1507, 0.1191, 0.2230], [-0.1772, -0.1561, -0.1462], [-0.2294, 0.1407, -0.2693], [-0.0164, -0.1688, -0.0648], [-0.0497, -0.2904, -0.1329], [0.0234, 0.1954, -0.3584], [0.4235, 0.2081, -0.2864], [0.3070, 0.3630, 0.2613], [0.0069, -0.2787, 0.1702], [-0.0830, 0.4219, 0.2126], [0.4458, 0.0434, 0.3627]], "total_charge": 1, "largest_force_ha_per_bohr": 0.0412, "homo_energy_ev": -10.6}


[2]
{"formula": "C4H7ClS2", "method": "ωB97M-V with the def2-TZVPD basis set", "elements": ["C", "C", "C", "C", "H", "H", "H", "H", "H", "H", "H", "S", "S", "Cl"], "coordinates": [[0.2120, -0.6747, 1.7483], [0.9796, -0.8643, 0.5218], [1.4915, 0.0807, -0.5472], [0.5757, -1.1670, -0.8488], [-2.0506, -0.1145, 0.7906], [0.7654, -0.4620, 2.7144], [-0.1438, -1.7111, 1.9858], [1.9061, -1.4861, 0.7840], [2.3884, -0.0047, -0.8907], [-0.1903, 1.7440, -0.2242], [0.8037, -1.8831, -1.5906], [-1.1677, 0.5414, 1.6022], [1.0087, 1.7404, -0.9704], [-1.2052, -0.9906, -1.1131]], "forces_ev_per_angstrom": [[-1.7624, -1.0383, 1.4681], [5.2538, -1.1082, 0.1806], [-7.1902, 0.0712, 1.0694], [-1.6204, 1.9423, -0.2462], [0.7137, 0.2290, 0.7738], [-0.2327, 0.4274, -1.5880], [-0.4129, 0.8769, -0.1274], [-1.2935, 0.5071, -0.1451], [5.5554, -1.0753, -1.6132], [1.3264, 0.0746, -0.8521], [1.0774, -1.0890, 0.1746], [-0.3732, -0.0917, 0.8937], [-1.5226, 0.2743, 0.9848], [0.4811, -0.0004, -0.9730]], "largest_force_ha_per_bohr": 0.1414, "smiles": "SC[C@@H]1[C@H](S)[C@@H]1Cl", "homo_energy_ev": -8.6}


[3]
{"formula": "C26H45ClLuNPS", "method": "ωB97M-V with the def2-TZVPD basis set", "elements": ["Lu", "P", "Cl", "C", "H", "H", "C", "C", "C", "H", "C", "H", "H", "C", "H", "H", "C", "H", "H", "C", "H", "H", "H", "H", "C", "C", "H", "C", "H", "H", "C", "H", "H", "C", "H", "H", "C", "H", "H", "H", "H", "C", "H", "C", "H", "H", "C", "H", "H", "C", "H", "H", "C", "H", "H", "H", "H", "C", "C", "H", "C", "H", "C", "H", "H", "C", "H", "H", "C", "H", "H", "H", "H", "S", "C", "N"], "coordinates": [[2.0642, 1.3753, 2.7699], [-0.2732, 0.4705, -0.2604], [1.5269, 3.8134, 2.2605], [-1.0293, -0.8304, 1.1824], [-0.1001, -0.5831, 1.7339], [-1.7428, -0.2672, 1.7338], [1.5744, 0.7759, -0.1664], [-0.8670, 2.3165, -0.3098], [2.2314, 0.9823, -1.5661], [1.7085, 1.7493, 0.3817], [3.7189, 1.3681, -1.5087], [2.1467, 0.0563, -2.1509], [1.6924, 1.7340, -2.1522], [4.5466, 0.4109, -0.6389], [4.1342, 1.3687, -2.5288], [3.8455, 2.3954, -1.1374], [3.8580, 0.1189, 0.7453], [4.7046, -0.5435, -1.1771], [5.5541, 0.8235, -0.4648], [2.3793, -0.3034, 0.5518], [4.4039, -0.6899, 1.2767], [3.9609, 1.0537, 1.3891], [2.3717, -1.2251, -0.0512], [1.9736, -0.5903, 1.5498], [-0.7308, -0.4952, -1.6853], [-2.4113, 2.3064, -0.4016], [-0.5349, 2.6928, 0.6881], [-2.9965, 3.7338, -0.4120], [-2.7237, 1.7792, -1.3287], [-2.8435, 1.7232, 0.4374], [-2.3417, 4.6560, -1.4372], [-4.0696, 3.6335, -0.5857], [-2.8702, 4.1463, 0.5967], [-0.8287, 4.6277, -1.3487], [-2.6707, 4.3533, -2.4335], [-2.7307, 5.6639, -1.2816], [-0.2296, 3.2325, -1.3557], [-0.4293, 5.2038, -2.1729], [-0.5090, 5.1490, -0.4489], [-0.3380, 2.7990, -2.3553], [0.8433, 3.3082, -1.1762], [0.0790, -1.7824, -1.6133], [-1.8032, -0.7387, -1.5560], [-0.5738, -2.7937, -2.5065], [1.1307, -1.6374, -1.8805], [0.1055, -2.1220, -0.5824], [-0.7594, -2.2517, -3.9264], [0.0409, -3.6887, -2.5299], [-1.5450, -3.0774, -2.0954], [-1.4093, -0.8575, -4.0034], [0.2073, -2.2012, -4.4405], [-1.3655, -2.9470, -4.5103], [-0.7234, 0.1586, -3.0783], [-1.3990, -0.4684, -5.0299], [-2.4597, -0.9374, -3.6884], [0.2968, 0.4097, -3.4219], [-1.2825, 1.1090, -3.0455], [-0.1212, -3.1293, 1.9264], [-1.3322, -2.1991, 1.5910], [0.4880, -3.4231, 1.0808], [-2.4461, -2.5870, 2.7385], [-1.8280, -2.4933, 0.6046], [-1.9374, -2.6954, 4.1948], [-3.1470, -1.7585, 2.7106], [-3.0049, -3.5225, 2.4684], [-0.9132, -3.8240, 4.3113], [-1.4368, -1.7660, 4.5052], [-2.7855, -2.8250, 4.8942], [0.2388, -3.6536, 3.2475], [-0.5154, -3.8662, 5.3352], [-1.4594, -4.7601, 4.1163], [0.9407, -2.9151, 3.6879], [0.8203, -4.6079, 3.2501], [2.6237, -0.7246, 4.4994], [1.0775, -0.2180, 4.2459], [0.2305, 0.5015, 3.7392]], "forces_ev_per_angstrom": [[-0.0068, 0.8709, 1.5591], [-0.8760, 0.8069, 1.9467], [0.2016, -0.3394, -0.3240], [3.5613, 4.8696, 2.0514], [-0.6491, 0.0031, 0.1120], [-0.7471, 1.6847, 0.1160], [0.4967, 0.0987, -0.4856], [-0.3822, -0.9481, 0.5888], [-0.0018, -0.0380, -0.3385], [-0.5319, -0.4500, -0.6012], [0.2244, 0.0088, 0.2153], [0.0307, 0.0607, 0.2256], [0.0989, -0.1110, 0.2042], [-0.2130, -0.3189, 0.6319], [-0.1914, 0.0278, 0.1971], [-0.2028, -0.1687, 0.0650], [0.4589, 0.1199, -1.0735], [-0.1984, 0.2714, 0.2200], [-0.3298, -0.0687, -0.0326], [0.9059, -0.3914, 0.2237], [-0.3713, 0.6219, -0.1750], [0.0727, -0.8193, -0.4800], [-0.1037, 0.1468, 0.4225], [-0.2049, -0.3297, -0.6339], [0.0693, 0.8449, -1.2703], [0.0892, -0.0702, -0.1242], [-0.3374, -0.3575, -0.4605], [0.1480, -0.5829, 0.4308], [0.1596, 0.2410, 0.2812], [0.2745, 0.3243, -0.3752], [-0.5226, -0.3877, 0.1525], [-0.0516, 0.2334, -0.0216], [0.0095, 0.0478, -0.1077], [-0.1060, 0.3309, 0.2934], [0.0545, -0.0771, -0.1821], [0.1358, 0.0999, -0.0761], [0.1178, -0.4636, -0.3870], [0.2823, 0.1238, -0.3075], [0.0335, -0.0104, 0.2834], [-0.0704, 0.0529, -0.0150], [-0.0155, 0.0943, 0.1064], [-0.0882, 0.0614, 0.2677], [0.4179, -0.0493, 0.5447], [-0.0744, -0.2910, -0.5392], [-0.1666, 0.1770, -0.2676], [-0.0758, -0.3103, 0.1925], [0.0098, 0.2085, -0.4224], [-0.0360, -0.2794, -0.0931], [-0.0230, 0.0061, 0.1049], [0.1037, 0.2253, -0.0046], [0.0840, -0.0071, 0.1229], [-0.0057, -0.0638, -0.0165], [0.1065, -0.1900, 0.0097], [-0.0767, -0.2724, 0.0770], [0.0965, 0.0439, -0.1111], [-0.3707, -0.2533, 0.0973], [0.0959, -0.4184, -0.1238], [-2.0893, 1.0373, -2.0586], [-0.0445, -7.3817, -1.1082], [0.1861, -0.1446, -0.1166], [0.3344, 1.2888, -0.6738], [-0.2671, -1.0809, 0.9693], [0.6527, 0.2210, -0.3697], [-0.5876, 0.1410, 0.0626], [0.7538, 0.8061, -0.1013], [-0.0914, -0.0852, -0.7775], [-0.1671, 0.0152, -0.2472], [0.2084, -0.1177, -0.3787], [0.3837, 0.4619, 2.0774], [0.0847, -0.0540, -0.2603], [0.1948, -0.0598, 0.0184], [-0.0139, -0.3804, 0.6122], [-0.3911, 0.4947, -0.4121], [0.3908, 0.5286, -0.4791], [-0.9974, 0.3384, -0.0621], [0.1517, -0.6676, 0.6109]], "total_charge": -1, "largest_force_ha_per_bohr": 0.1452, "homo_energy_ev": -1.2}


[4]
{"formula": "C8H8NS2", "method": "ωB97M-V with the def2-TZVPD basis set", "elements": ["C", "C", "C", "C", "C", "C", "C", "C", "N", "S", "S", "H", "H", "H", "H", "H", "H", "H", "H"], "coordinates": [[-2.5659, 0.3472, 0.3570], [-3.7054, 0.5562, 1.0557], [-0.2759, -0.4359, 0.6616], [0.5455, -1.2678, 1.4371], [-1.8554, -0.2232, 2.4541], [0.0269, 1.4021, -0.8846], [0.3114, 0.1613, -0.4733], [1.9880, -0.9768, 1.1257], [-1.5396, -0.1201, 1.1081], [-3.4697, 0.1009, 2.7166], [0.2292, -2.3843, 2.5561], [-2.3281, 0.7597, -0.6484], [-4.7313, 0.6930, 0.7759], [0.6309, 1.9588, -1.5341], [-0.5333, 2.0342, -0.2572], [1.0892, -0.3067, -0.9192], [2.6772, -1.1700, 1.9444], [2.3820, -1.6081, 0.1855], [2.0288, 0.1253, 0.8439]], "forces_ev_per_angstrom": [[-1.3231, 2.1362, -2.0460], [0.0496, -1.1648, 0.3694], [-0.7931, -0.3610, 0.3594], [1.7682, 0.0005, -0.4481], [0.8843, -1.2348, 0.0045], [0.4945, -0.1691, 1.3403], [-2.2749, 2.0681, -0.2985], [1.6351, 0.1913, -2.1636], [0.1771, -0.1926, 2.3538], [0.6646, -0.0131, -0.4405], [-1.5646, 0.2909, 0.7265], [-0.6094, -1.0159, 0.6913], [0.0319, 0.6925, -0.6564], [0.6685, 0.1783, -1.4605], [-1.2924, 0.5985, 0.4635], [1.9657, -1.6631, -1.4240], [-0.2299, -0.1419, 0.0509], [-0.8980, 1.3385, 2.0358], [0.6459, -1.5387, 0.5421]], "total_charge": 1, "largest_force_ha_per_bohr": 0.0630, "homo_energy_ev": [-12.6, -13.3]}


Listing relative energy (zero: lowest compared OMol25 entry of this formula, charge and spin) for the structures above in their given order: 14.3 54.0 62.6 106.4 kcal/mol.